# C11H16OSi

C11H16OSi in the gas phase (wB97M-V/def2-TZVPD, the Open Molecules 2025 dataset).

Cartesian coordinates (Å):
Si: -0.70 -0.12 0.44
O: 1.93 0.88 0.65
C: 0.20 0.20 -2.18
C: 0.38 0.63 3.18
C: 1.59 0.06 3.48
C: 0.26 1.87 2.36
C: -1.97 -0.91 -2.21
C: -0.81 -0.38 -4.24
C: -0.96 -0.26 -1.46
C: -1.99 -0.93 -3.59
C: 0.57 1.36 0.86
C: 0.23 0.18 -3.55
C: -0.05 -1.73 1.13
H: -0.75 2.24 2.37
H: 0.34 -1.63 2.22
H: -0.64 0.05 3.09
H: 1.06 0.51 -1.58
H: 1.06 2.62 2.61
H: -1.95 0.29 1.02
H: -0.78 -2.55 1.01
H: 2.48 0.73 3.34
H: 0.53 2.34 0.12
H: 0.87 -1.97 0.65
H: -0.72 -0.65 -5.31
H: -2.71 -1.54 -1.64
H: 1.76 -0.74 4.20
H: 2.24 0.27 1.30
H: -2.59 -1.41 -4.26
H: 1.13 0.57 -4.00

Computed properties:
**Gap between HOMO and LUMO**: 9.744 eV
**E_tot**: -21589.0238 eV
**ΔE to the lowest compared entry with this formula, charge and spin**: 47.6 kcal per mole
**Lowest unoccupied orbital energy**: 0.821 eV

natural (NBO) atomic charge list, values in e, 2 entries: 1.347 -0.764

***

# C11H16OSi

C11H16OSi as an isolated structure (wB97M-V/def2-TZVPD, the Open Molecules 2025 dataset).

Cartesian coordinates (Å):
Si: 0.85 -0.25 -0.81
O: 1.18 -1.65 -0.01
C: 0.24 -2.63 0.23
C: -0.58 -0.62 -2.07
C: 0.26 2.14 1.93
C: 2.56 0.45 -1.42
C: -0.85 2.82 2.51
C: -1.55 1.52 0.71
C: -0.61 -2.89 -1.01
C: -1.93 2.46 1.78
C: -1.47 -1.67 -1.42
C: 1.56 2.28 2.21
C: -0.25 1.20 0.90
H: 3.39 0.06 -0.88
H: -0.19 -1.04 -2.95
H: 0.76 -3.60 0.41
H: -1.22 0.19 -2.39
H: 0.02 -3.26 -1.89
H: 2.53 1.54 -1.28
H: -0.79 3.35 3.37
H: 2.92 0.26 -2.42
H: -2.25 0.97 0.06
H: -0.28 -2.19 1.09
H: -1.35 -3.64 -0.75
H: -3.00 2.82 1.98
H: -1.95 -1.29 -0.41
H: -2.23 -1.95 -2.03
H: 2.28 1.84 1.42
H: 1.94 2.76 3.15

Computed properties:
**Gap between HOMO and LUMO (alpha / beta)**: 6.439 / 6.586 eV
**2S+1**: 3
**E_tot**: -21586.6124 eV
**ΔE to the lowest compared entry with this formula, charge and spin**: 0.0 kcal per mole
**Lowest unoccupied orbital energy (alpha / beta)**: 0.879 / -1.776 eV

natural (NBO) atomic charge list, values in e, 2 entries: 1.832 -0.907

***

# C11H17BN2

C11H17BN2 in the gas phase (wB97M-V/def2-TZVPD, the Open Molecules 2025 dataset).

Cartesian coordinates (Å):
N: -0.97 -1.86 -0.47
N: -1.46 0.50 -0.70
C: 2.32 -0.59 0.91
C: 1.60 1.49 -0.17
C: -2.40 0.37 1.49
C: -1.20 0.81 0.72
C: 1.28 0.37 0.72
C: 3.76 0.54 -0.76
C: -0.34 -3.04 -0.18
C: -2.20 1.59 -1.34
C: -0.02 0.12 1.17
C: 3.52 -0.47 0.21
C: 2.80 1.57 -0.82
B: -1.66 -0.89 -1.03
H: -2.48 1.18 -2.25
H: 4.26 -1.26 0.29
H: -1.54 2.46 -1.61
H: -2.47 -1.13 -1.84
H: -0.94 -3.71 -0.86
H: 2.93 2.40 -1.55
H: -1.09 1.83 0.91
H: 2.15 -1.33 1.57
H: 4.74 0.69 -1.18
H: -3.10 1.98 -0.69
H: -0.25 -0.46 2.05
H: 0.92 2.37 -0.32
H: -3.34 0.73 1.06
H: -0.62 -3.36 0.84
H: -2.51 0.81 2.52
H: 0.71 -3.01 -0.31
H: -2.40 -0.72 1.62

Computed properties:
**Gap between HOMO and LUMO (alpha / beta)**: 7.719 / 6.953 eV
**E_tot**: -15336.3139 eV
**ΔE to the lowest compared entry with this formula, charge and spin**: 71.7 kcal per mole
**Lowest unoccupied orbital energy (alpha / beta)**: -0.463 / -0.282 eV

natural (NBO) atomic charge list, values in e, 2 entries: -0.471 -0.634

***

# C11H17BN6O3SSn

C11H17BN6O3SSn as an isolated structure (wB97M-V/def2-TZVPD, the Open Molecules 2025 dataset).

Cartesian coordinates (Å):
Sn: -1.22 -0.42 -0.22
S: 0.75 -0.54 2.52
O: 1.91 0.28 2.85
O: 0.97 -1.91 2.11
O: -0.13 0.19 1.49
N: 1.07 -1.04 -1.18
N: -1.40 -0.53 -2.27
N: 0.51 1.77 -2.05
N: -0.10 1.47 -0.86
N: -0.67 -0.01 -3.32
N: 1.54 -0.48 -2.35
C: 2.00 -1.91 -0.76
C: 3.06 -1.91 -1.70
C: -1.38 -2.47 0.41
C: -2.71 -0.57 -4.08
C: -2.64 -0.89 -2.72
C: -1.44 -0.01 -4.44
C: 0.84 3.07 -2.06
C: 2.73 -1.00 -2.68
C: -0.14 2.58 -0.12
C: -0.27 -0.59 3.99
C: 0.44 3.62 -0.85
B: 0.71 0.63 -3.09
H: 1.33 3.47 -2.93
H: 0.28 -1.17 4.73
H: -0.48 0.43 4.34
H: -2.54 0.69 -0.10
H: 3.94 -2.50 -1.65
H: -1.06 0.35 -5.38
H: 1.91 -2.47 0.15
H: -0.71 -3.19 0.87
H: -0.53 2.58 0.89
H: 0.55 4.63 -0.53
H: -3.37 -1.26 -2.04
H: -2.08 -2.06 1.14
H: 1.26 1.01 -4.09
H: -1.20 -1.11 3.78
H: -3.54 -0.72 -4.71
H: -1.98 -2.85 -0.42
H: 3.23 -0.65 -3.56

Computed properties:
**Gap between HOMO and LUMO**: 9.356 eV
**E_tot**: -44109.4613 eV
**Lowest unoccupied orbital energy**: 0.459 eV

natural (NBO) atomic charge list, values in e, 2 entries: 1.801 2.410

***

# C11H17BNRu

C11H17BNRu as an isolated structure (wB97M-V/def2-TZVPD, the Open Molecules 2025 dataset).

Cartesian coordinates (Å):
Ru: -1.54 -0.61 -0.21
N: -2.16 -2.07 -1.84
C: 0.22 2.13 1.13
C: -2.64 -3.13 -1.68
C: -1.15 2.66 0.65
C: 0.64 0.40 -0.75
C: 1.04 -0.92 -1.04
C: 0.30 0.70 0.63
C: 0.02 -0.40 1.50
C: 1.07 -3.43 -0.51
C: 0.16 -1.80 1.12
C: 1.45 2.93 0.65
C: 0.86 -1.99 -0.10
B: -3.18 -4.73 -1.18
H: 2.01 -3.48 -1.04
H: 0.31 1.99 2.17
H: -1.13 3.72 0.74
H: -3.59 3.91 -1.21
H: 1.44 3.27 -0.40
H: 0.37 -3.56 -1.34
H: -1.39 2.23 -0.35
H: 0.72 1.04 -1.54
H: 1.48 -1.01 -2.00
H: 1.30 3.85 1.22
H: -4.35 4.11 -0.90
H: 2.36 2.44 0.81
H: -0.23 -0.12 2.46
H: 0.02 -2.60 1.89
H: -1.79 2.24 1.50
H: 6.39 -3.56 -0.64
H: 1.03 -4.21 0.22

Computed properties:
**Gap between HOMO and LUMO (alpha / beta)**: 2.095 / 1.508 eV
**2S+1**: 5
**E_tot**: -16385.4354 eV
**Total charge**: +3
**Lowest unoccupied orbital energy (alpha / beta)**: -16.929 / -17.628 eV

Mulliken atomic charge list, values in e, 2 entries: 1.000 -0.512

***

# C11H17Cl2MoNO2S

C11H17Cl2MoNO2S as an isolated structure (wB97M-V/def2-TZVPD, the Open Molecules 2025 dataset).

Cartesian coordinates (Å):
Mo: 0.03 -0.33 0.38
Cl: -0.12 -1.91 2.18
Cl: 1.09 1.10 2.12
S: -1.93 3.92 0.80
O: -0.89 -3.60 -0.17
O: -1.79 -1.14 -0.29
N: -1.03 1.36 0.19
C: 1.49 -1.76 -0.78
C: 2.12 -0.53 -0.41
C: 1.45 0.54 -1.12
C: 3.34 -0.40 0.43
C: 1.87 -3.11 -0.33
C: -1.40 2.48 0.45
C: 1.87 1.97 -1.14
C: -0.52 0.65 -2.83
C: 0.22 -2.38 -2.90
C: 0.59 -1.51 -1.92
C: 0.41 -0.05 -1.92
H: 4.24 -0.64 -0.16
H: 3.30 -1.09 1.28
H: 0.46 -3.43 -2.79
H: -0.97 -3.18 0.72
H: 1.05 2.61 -1.46
H: 0.93 -3.70 -0.31
H: -0.15 0.62 -3.87
H: -1.49 0.14 -2.82
H: -2.46 -0.47 -0.06
H: 2.60 -3.56 -1.02
H: 2.18 2.28 -0.14
H: -1.38 -2.94 -0.73
H: 2.71 2.12 -1.82
H: 3.46 0.61 0.81
H: 2.31 -3.07 0.68
H: -0.66 1.69 -2.54
H: -0.34 -2.03 -3.76

Computed properties:
**Gap between HOMO and LUMO (alpha / beta)**: 4.880 / 4.892 eV
**2S+1**: 3
**E_tot**: -55007.2947 eV
**ΔE to the lowest compared entry with this formula, charge and spin**: 0.0 kcal per mole
**Total charge**: -2
**Lowest unoccupied orbital energy (alpha / beta)**: 4.907 / 4.894 eV

natural (NBO) atomic charge list, values in e, 2 entries: 0.940 -0.491

***

# C11H17IN5O2

A 2-piece molecular cluster, C11H17IN5O2 overall (wB97M-V/def2-TZVPD, the Open Molecules 2025 dataset).

Cartesian coordinates (Å):
I: -0.46 3.44 0.31
O: 1.29 -3.36 0.61
O: 0.37 -4.40 0.23
N: 1.76 0.67 -0.96
N: -0.64 0.58 0.82
N: -1.88 -0.73 2.35
N: -0.92 -2.66 1.98
N: -0.31 -1.75 1.16
C: -0.93 -0.58 1.40
C: -2.94 1.62 0.83
C: -3.64 2.77 0.11
C: -1.44 1.77 1.18
C: 1.54 1.05 -2.22
C: -1.84 -2.01 2.67
C: 0.76 -2.14 0.22
C: 4.06 0.34 -1.51
C: 3.00 0.33 -0.62
C: 3.83 0.72 -2.82
C: 2.54 1.09 -3.18
H: -3.18 2.99 -0.85
H: -3.04 0.71 0.23
H: 0.36 -2.15 -0.80
H: 2.31 1.41 -4.19
H: 4.63 0.74 -3.54
H: -0.66 -3.64 1.98
H: -3.66 3.68 0.72
H: 5.05 0.06 -1.18
H: 3.16 0.05 0.42
H: 0.14 0.66 0.16
H: 1.55 -1.40 0.29
H: -4.68 2.48 -0.08
H: -3.46 1.43 1.77
H: -1.32 1.91 2.25
H: 0.53 1.35 -2.46
H: -2.47 -2.49 3.40
H: 0.60 -4.55 -0.71

Computed properties:
**Gap between HOMO and LUMO**: 9.673 eV
**E_tot**: -31319.7052 eV
**Total charge**: +1
**Lowest unoccupied orbital energy**: -2.527 eV

natural (NBO) atomic charge list, values in e, 2 entries: 0.145 -0.249